(1)
Entry from OMol25: a structure of composition C28H45GeN7Pd in a non-equilibrium geometry (wB97M-V/def2-TZVPD).

2S+1   3
Highest occupied orbital energy (spin up / spin down)   -4.956 / -6.964 eV
Net charge   0
Kohn-Sham gap (spin up / spin down)   5.22 / 6.66 eV
LUMO energy (spin up / spin down)   0.0097 / -0.0111 Ha

Structure (XYZ):
```
82
Properties=species:S:1:pos:R:3:forces:R:3
Pd 0.4789 0.4109 0.0429 1.34 0.32 -0.66
C -0.9050 4.6502 -1.4255 0.43 -0.23 -0.14
N -0.7992 3.1856 -1.5146 -0.86 0.38 -0.12
C 0.2463 2.6978 -2.4183 -0.13 -0.50 -0.02
C -1.7877 2.3649 -1.0396 0.91 -2.23 0.82
N -1.4176 1.0558 -0.6643 -1.35 3.78 -1.76
C -2.2877 -0.0092 -0.7810 -0.71 -1.20 0.43
C -3.5383 0.0000 -1.4272 0.50 -0.36 0.38
C -4.4088 -1.0800 -1.3312 0.31 -0.46 0.08
C -4.0504 -2.1974 -0.5726 -0.84 0.62 -0.23
C -2.8275 -2.2170 0.0812 -0.15 -1.16 -0.02
C -1.8613 -1.2586 -0.1789 -0.17 0.74 -0.57
N -0.5104 -1.4242 0.1387 0.42 -1.88 1.64
C 0.0498 -2.6569 0.3175 -0.24 0.48 -0.04
N -0.1196 -3.6881 -0.5881 0.13 0.57 -0.18
C -0.1148 -3.3933 -2.0169 0.00 0.67 0.36
C -0.2939 -5.1075 -0.2875 0.51 0.35 0.20
N 0.9568 -2.9042 1.3184 -0.29 -0.84 -0.70
C 0.7019 -2.5445 2.7004 -0.03 0.59 -0.14
C 2.0853 -3.8320 1.1049 -0.37 0.52 0.71
N -3.0273 2.9352 -0.8110 0.71 -0.03 -0.23
C -3.8122 2.6105 0.3527 -0.13 -0.57 0.19
C -3.7163 3.8750 -1.6870 0.05 -0.51 -0.86
H 0.0878 5.0386 -1.1719 -0.16 -0.07 0.06
H -1.6068 4.9583 -0.6512 0.07 -0.13 -0.11
H -1.1798 5.1018 -2.3900 -0.06 -0.09 0.22
H 1.0274 3.4709 -2.5286 -0.42 -0.45 0.18
H -0.1752 2.4711 -3.4266 0.30 0.12 0.63
H 0.6671 1.7692 -1.9768 -0.05 0.58 -0.47
H -3.7728 0.8311 -2.0648 -0.27 0.38 0.00
H -5.3778 -1.0557 -1.8151 0.12 0.02 -0.15
H -4.7546 -3.0321 -0.5335 0.29 0.25 0.38
H -2.6373 -3.0439 0.7837 0.29 0.30 -0.59
H -0.0490 -2.3054 -2.0974 0.17 -0.16 -0.28
H -1.0446 -3.6868 -2.4986 -0.08 -0.25 -0.08
H 0.7578 -3.8705 -2.5062 -0.45 0.15 0.19
H -0.0801 -5.3697 0.7652 -0.33 0.34 -0.53
H 0.4095 -5.6665 -0.9199 -0.17 -0.08 0.17
H -1.3155 -5.3791 -0.5765 0.09 -0.17 0.23
H 0.1265 -1.6192 2.6573 0.15 0.10 0.48
H 1.6651 -2.4139 3.2082 -0.32 0.28 -0.07
H 0.1307 -3.3049 3.2554 0.10 0.00 -0.30
H 2.2560 -3.9541 0.0466 0.13 -0.08 -0.19
H 1.9235 -4.8019 1.5884 -0.09 0.00 -0.15
H 2.9726 -3.3947 1.5891 -0.24 -0.01 -0.31
H -3.1538 2.2371 1.1351 -0.12 0.03 0.08
H -4.5903 1.8598 0.1617 0.17 -0.03 -0.10
H -4.3239 3.5203 0.6631 0.11 0.05 0.27
H -3.1481 4.1612 -2.5774 0.03 -0.36 0.24
H -3.9806 4.7928 -1.1816 0.01 0.27 0.41
H -4.6590 3.4143 -2.0291 0.25 0.08 0.06
C 3.8279 2.0716 -2.1121 0.72 0.25 -0.46
Ge 3.1857 0.2320 -1.9439 1.35 -0.80 0.53
C 2.1077 -0.2725 -3.5216 -0.08 -0.40 -0.26
C 4.8368 -0.9047 -2.2038 0.54 0.12 0.12
C 2.5183 -0.1612 -0.1654 -0.57 -1.22 0.03
H 4.6545 2.3201 -1.4128 -0.54 -0.34 -0.31
H 3.0500 2.8197 -1.9873 -0.02 0.08 -0.05
H 4.2443 2.1362 -3.1412 -0.25 0.22 0.54
H 2.4851 0.2108 -4.4473 -0.05 -0.32 0.55
H 1.0633 0.0207 -3.4093 -0.08 -0.12 -0.02
H 2.1548 -1.3854 -3.6515 -0.05 0.94 0.07
H 5.3695 -0.6899 -3.1525 -0.41 -0.15 0.27
H 4.5316 -1.9801 -2.2096 0.37 0.75 0.13
H 5.6076 -0.7068 -1.4024 -0.96 -0.38 -0.58
H 3.0973 0.2729 0.6460 0.35 0.18 -0.17
H 2.5305 -1.2702 0.0029 0.13 0.75 -0.28
C 0.9986 1.8736 1.5216 0.39 1.11 -0.78
C 0.8437 1.4073 2.8555 0.01 -0.47 0.07
C -0.4678 1.3615 3.3786 0.07 0.03 1.34
C -0.7041 0.9458 4.6808 0.35 0.25 -0.92
C 0.3878 0.5107 5.4407 0.12 -0.24 0.43
C 1.7062 0.5549 4.9772 0.26 0.08 -1.13
C 1.9261 0.9214 3.6443 -0.34 -0.25 0.81
C 0.1395 -0.2037 6.6376 -0.83 -0.79 2.75
N -0.1221 -0.7778 7.6244 0.57 0.93 -1.86
H 2.0107 2.0816 1.1731 0.04 -0.04 0.35
H 0.3464 2.7167 1.2051 0.03 -0.64 0.35
H -1.2985 1.6648 2.7641 -0.08 0.19 -0.20
H -1.6981 0.9943 5.1183 0.15 -0.32 -0.12
H 2.5416 0.3019 5.6549 -0.62 -0.16 -0.58
H 2.9093 0.7328 3.2139 -0.15 0.61 -0.01
```
Forces are in eV/Å.

=====

(2)
Entry from OMol25: a cluster of 22 separate species, C41H31BBrCl84F8N2O6SSi in total in a non-equilibrium geometry (wB97M-V/def2-TZVPD).

Highest occupied orbital energy   -10.815 eV
Net charge   +1
Kohn-Sham gap   5.87 eV
LUMO energy   -0.1818 Ha

Structure (XYZ):
```
176
Properties=species:S:1:pos:R:3:forces:R:3
C 5.1112 -1.1087 1.4559 -0.06 1.37 -0.42
C 4.6544 -0.4703 0.2405 0.25 -1.26 0.31
C 3.4717 0.5632 0.0737 2.93 0.65 -1.80
N 2.3437 0.5253 1.0317 -1.20 -0.37 2.00
C 1.5203 -0.4683 1.4070 0.47 0.30 -0.11
C 1.8027 -2.0144 1.0852 -0.79 0.39 -0.72
C 0.6167 -2.6916 0.2182 0.55 -2.64 0.72
N 0.6038 -4.0061 0.2545 -0.50 3.65 -0.29
C 0.1938 0.1678 2.1014 0.21 0.73 0.16
Br 0.2970 0.4775 4.1009 1.14 -1.34 -0.52
C -1.1998 -0.6014 2.0040 -1.64 -0.72 -0.57
F -2.3070 0.3326 2.1686 2.09 -0.83 -0.33
C -1.5200 -1.7351 3.0616 -0.63 -1.12 0.34
C -0.4038 -2.8138 3.3854 -0.35 -0.15 0.78
C 0.2691 1.7390 1.5668 0.94 -0.85 1.36
C -0.1133 2.0440 0.0576 -0.78 -0.19 -0.89
C -1.5863 1.7469 -0.4370 -0.17 -0.55 -1.87
O -2.5707 2.7386 -0.0894 0.28 -1.08 -0.45
Si -4.0125 2.6439 -1.0320 -1.93 1.07 0.36
C -3.7594 2.6384 -2.9231 0.41 -0.32 0.02
C -5.2240 1.2366 -0.4657 -0.17 0.19 -0.23
C -4.9865 4.2831 -0.6521 1.11 0.47 0.72
O -0.3528 2.4178 2.6427 -0.12 2.39 -3.84
B -0.7544 3.7620 2.3828 -1.89 1.97 0.59
O -1.9835 4.2032 3.0346 1.76 -1.31 -1.58
O -0.1023 4.7380 1.5740 -0.25 -1.64 1.90
C 1.9095 1.9069 1.4801 -0.97 -0.82 -3.47
S 2.8342 2.9329 2.6780 -3.33 8.39 3.27
O 2.1840 3.1667 4.0314 2.08 -2.92 -3.06
O 2.8311 4.3234 2.0615 0.70 -4.92 0.05
C 4.6042 2.5761 3.0641 4.54 1.24 0.17
F 5.2292 3.8586 3.2146 -1.97 -3.12 -0.70
F 5.3768 1.9550 2.0648 -3.23 0.90 1.48
C 4.9363 1.8607 4.4634 2.01 0.43 1.32
F 6.2510 1.3254 4.3268 -2.84 1.02 0.08
F 5.0514 2.7994 5.5179 -0.86 -2.23 -2.60
C 4.0153 0.6492 4.9091 -0.22 -2.40 3.32
F 3.0289 1.0016 5.8557 2.26 -0.64 -2.97
F 3.4772 -0.1168 3.8718 0.88 2.12 1.69
F 4.8683 -0.2391 5.6282 -1.97 2.07 -1.94
H 4.8004 -2.1669 1.7330 2.18 0.65 -1.30
H 5.8558 -0.5247 2.1113 -2.66 -0.40 0.34
H 5.2536 -0.7206 -0.7123 -2.36 -0.87 0.80
H 3.9488 1.6120 -0.0121 -1.32 -1.15 0.53
H 3.0160 0.3834 -0.9750 0.74 0.06 1.66
H 2.7332 -2.1826 0.4597 -0.99 0.76 0.77
H 1.9676 -2.6210 2.0509 -0.55 1.14 -1.36
H -0.1191 -2.0897 -0.4056 1.09 -0.47 0.80
H -0.1823 -4.3576 -0.3220 0.60 0.18 0.18
H -1.3907 -1.0478 0.9598 0.61 0.81 1.46
H -2.4131 -2.3232 2.6268 1.31 1.02 0.49
H -1.9187 -1.3504 4.0691 0.79 0.06 -1.82
H 0.6025 -2.3404 3.6543 -1.37 -0.72 -0.52
H -0.3403 -3.6135 2.5853 0.24 1.20 0.97
H -0.7350 -3.3604 4.3423 0.44 0.89 -1.50
H 0.1306 3.1212 -0.2733 -0.34 -1.43 1.06
H 0.5650 1.3972 -0.6185 -1.03 0.73 1.09
H -1.9622 0.6745 -0.2371 0.67 1.61 0.19
H -1.5154 1.7799 -1.5933 0.27 -0.14 1.60
H -4.7598 2.8033 -3.4397 1.20 -0.30 0.78
H -3.0979 3.5297 -3.1872 -0.68 -1.31 0.14
H -3.3233 1.6388 -3.2736 -0.51 1.57 0.24
H -6.2762 1.6008 -0.7541 1.52 -0.49 0.36
H -5.0524 0.2613 -1.0228 -0.19 0.98 1.02
H -5.2063 1.1414 0.6701 0.02 -0.20 -1.50
H -5.2473 4.8259 -1.6164 0.01 -0.72 1.27
H -4.2730 4.9801 -0.0707 -1.09 -0.89 -0.85
H -5.8712 4.0873 0.0329 0.91 0.36 -1.09
H -2.6913 3.8361 2.4584 0.29 0.28 0.70
H -0.2314 5.5931 2.0429 -0.12 -0.58 -0.74
H 2.0472 2.4918 0.4925 0.19 -0.29 2.03
C -0.2298 -6.8245 3.2922 0.19 -0.21 0.15
Cl -0.6129 -8.3145 4.1764 0.47 0.50 0.15
Cl 0.7822 -7.2142 1.8864 -0.18 0.07 0.23
Cl -1.7375 -6.0567 2.7428 0.10 -0.04 0.01
Cl 0.6480 -5.7105 4.3623 -0.55 0.01 -0.28
C 4.4411 7.5858 4.1642 0.03 -0.07 -0.02
Cl 4.9907 8.8416 5.2935 -0.10 -0.20 -0.17
Cl 2.7071 7.7970 3.8416 0.27 -0.41 0.03
Cl 5.3498 7.7221 2.6429 0.05 0.05 0.44
Cl 4.7164 5.9823 4.8779 -0.11 0.60 0.09
C -3.4765 -10.7439 2.1025 -0.04 -0.08 -0.05
Cl -4.8421 -11.0428 3.1972 0.25 0.05 -0.16
Cl -3.9919 -11.0153 0.4244 0.08 0.04 0.25
Cl -2.9237 -9.0659 2.2894 -0.51 -0.43 -0.34
Cl -2.1467 -11.8506 2.5003 -0.21 0.28 -0.20
C 8.8860 1.9635 0.7524 0.17 0.02 0.03
Cl 8.8691 3.7205 0.4987 -0.05 -0.31 0.07
Cl 8.2916 1.1473 -0.7094 -0.09 0.30 0.18
Cl 10.5444 1.4301 1.0969 -0.28 0.07 -0.10
Cl 7.8330 1.5528 2.1221 1.33 -0.03 -0.42
C 9.3460 -2.9311 -1.8604 0.36 -0.09 -0.04
Cl 9.9462 -1.6857 -0.7461 -0.02 -0.38 -0.17
Cl 7.6001 -2.7050 -2.1162 0.09 0.00 0.01
Cl 10.1934 -2.7941 -3.4136 -0.17 0.02 0.31
Cl 9.6385 -4.5385 -1.1652 -0.15 0.57 -0.28
C 10.2229 -8.3608 0.1927 0.07 -0.16 0.01
Cl 9.6971 -6.7880 0.8317 0.08 -0.45 0.12
Cl 11.5759 -8.9722 1.1658 -0.25 0.13 -0.17
Cl 8.8720 -9.5109 0.2671 0.21 0.21 -0.01
Cl 10.7450 -8.1684 -1.4936 -0.10 0.00 0.27
C -6.5409 4.0078 -6.2150 -0.18 0.04 -0.06
Cl -6.8515 4.3168 -4.4944 0.10 -0.43 -0.21
Cl -6.9506 5.4490 -7.1908 0.30 -0.99 -0.17
Cl -4.8222 3.6153 -6.4410 -0.24 0.13 -0.04
Cl -7.5324 2.6356 -6.7489 0.46 0.50 0.15
C 9.7664 -3.8685 -7.1960 0.02 -0.05 -0.07
Cl 8.2317 -3.8448 -6.2998 0.20 -0.02 -0.15
Cl 10.3837 -2.2109 -7.3559 -0.10 -0.25 0.06
Cl 10.9516 -4.8595 -6.3183 -0.20 0.17 -0.14
Cl 9.4979 -4.5587 -8.8095 0.05 0.12 0.29
C -7.4927 8.4152 -3.7797 -0.12 0.02 -0.07
Cl -7.0636 10.0559 -4.3090 -0.05 -0.23 0.11
Cl -7.3470 7.2898 -5.1473 -0.21 1.10 0.80
Cl -6.3942 7.9077 -2.4777 -0.12 0.03 -0.16
Cl -9.1643 8.4056 -3.1802 0.28 0.00 -0.08
C -8.6859 -1.2600 -7.7524 0.10 -0.02 -0.01
Cl -9.2710 0.2912 -7.1152 -0.23 -0.53 -0.13
Cl -7.3473 -1.8422 -6.7401 -0.11 0.20 -0.22
Cl -10.0079 -2.4462 -7.7341 0.57 0.91 0.20
Cl -8.1141 -1.0381 -9.4181 -0.12 -0.04 0.30
C 1.0790 11.6172 3.2321 0.03 0.12 0.11
Cl 1.3004 13.3670 3.0270 -0.05 -0.30 0.01
Cl 0.9795 10.8417 1.6363 0.03 0.06 0.20
Cl 2.4560 10.9467 4.1300 -0.27 0.48 -0.13
Cl -0.4203 11.3113 4.1329 0.22 0.01 -0.15
C -6.3182 8.9897 -9.3124 0.08 0.15 -0.04
Cl -7.3401 7.5524 -9.5413 0.10 0.30 -0.06
Cl -6.0320 9.2487 -7.5817 -0.04 -0.03 -0.35
Cl -4.7650 8.7465 -10.1386 -0.25 0.01 0.12
Cl -7.1358 10.4099 -9.9952 0.12 -0.26 0.11
C -7.4663 -4.9689 -4.3967 -0.22 -0.08 -0.03
Cl -7.8153 -6.4597 -3.4980 0.10 0.27 -0.15
Cl -6.4691 -5.3526 -5.8160 -0.11 0.07 0.21
Cl -8.9872 -4.2236 -4.9252 0.24 -0.27 0.20
Cl -6.5893 -3.8343 -3.3462 -0.17 -0.09 -0.12
C 3.5319 -7.2308 6.7133 0.05 -0.11 0.03
Cl 2.1650 -7.5302 7.8068 0.20 0.06 -0.21
Cl 3.0208 -7.5012 5.0345 0.57 -0.34 0.36
Cl 4.0777 -5.5495 6.8955 -0.07 -0.20 -0.02
Cl 4.8630 -8.3357 7.1126 -0.22 0.22 -0.05
C -1.7708 -4.8245 -3.2310 -0.20 -0.26 -0.32
Cl -0.9850 -3.2299 -3.1575 -0.01 -0.12 0.04
Cl -1.9230 -5.4855 -1.5886 -0.08 0.01 -0.16
Cl -3.3845 -4.6579 -3.9482 0.44 0.00 0.21
Cl -0.7899 -5.9213 -4.2222 -0.16 0.26 0.25
C -0.3593 1.4979 -5.0014 -0.05 0.13 -0.37
Cl -0.7544 0.0129 -4.1058 0.00 0.16 -0.04
Cl 0.6364 1.0903 -6.4123 -0.18 0.06 0.34
Cl -1.8593 2.2794 -5.5371 0.52 -0.23 -0.06
Cl 0.5400 2.6063 -3.9408 -0.10 -0.11 -0.02
C -4.6381 10.2876 5.1409 -0.06 0.04 0.02
Cl -5.2046 11.8584 5.7439 0.11 -0.27 -0.11
Cl -3.3180 9.6981 6.1740 -0.17 0.09 -0.18
Cl -5.9784 9.1231 5.1717 0.22 0.18 0.00
Cl -4.0511 10.4703 3.4738 -0.07 -0.03 0.26
C -2.3811 -14.1169 6.0045 -0.02 -0.07 0.03
Cl -3.9492 -14.1481 6.8368 0.26 0.02 -0.15
Cl -1.8076 -12.4387 5.8861 -0.08 -0.26 0.12
Cl -1.2047 -15.0802 6.9214 -0.19 0.17 -0.16
Cl -2.5629 -14.8000 4.3741 0.02 0.08 0.30
C 4.0562 6.0804 -0.7208 -0.17 0.26 0.26
Cl 5.1142 4.8200 -0.0463 0.03 0.11 -0.18
Cl 3.0216 5.3704 -1.9813 0.09 -0.01 0.10
Cl 3.0399 6.7602 0.5659 0.08 -0.05 -0.67
Cl 5.0529 7.3667 -1.4294 -0.16 -0.28 0.12
C 6.1275 -2.6490 8.9797 0.07 -0.10 0.14
Cl 7.2056 -4.0398 8.7421 -0.19 0.23 0.02
Cl 4.8552 -3.0775 10.1418 0.20 0.07 -0.22
Cl 7.0620 -1.2745 9.6036 -0.17 -0.22 -0.14
Cl 5.3852 -2.2034 7.4277 0.15 -0.21 0.38
C -12.2825 -5.7478 -9.7443 -0.16 -0.12 -0.02
Cl -12.6554 -7.2365 -8.8507 0.07 0.24 -0.14
Cl -11.2871 -6.1410 -11.1609 -0.15 0.09 0.26
Cl -13.7935 -4.9817 -10.2759 0.27 -0.12 0.10
Cl -11.3914 -4.6297 -8.6880 -0.42 -0.78 -0.49
```
Forces are in eV/Å.